# 1
The following is a quantum chemistry calculation of a 10-piece molecular cluster, C32H64O22S4 overall, from OMol25.

Structure (XYZ):
```
122
Properties=species:S:1:pos:R:3:forces:R:3:lowdin_charge:R:1
O 25.3297 -0.7091 0.0810 0.4 1.2 -3.3 -0.24
S 25.4595 -0.2072 -1.2939 0.3 -0.4 -1.4 0.76
O 24.7491 1.0138 -1.7399 1.9 -2.6 1.4 -0.26
O 27.0306 -0.2741 -1.8484 -0.8 1.8 2.7 -0.22
C 27.1825 -0.8392 -3.1449 0.2 -0.3 0.2 -0.15
C 25.7486 -1.0633 -3.6061 0.3 0.8 -0.9 -0.19
O 25.1650 -1.3654 -2.3937 -3.0 -0.7 3.0 -0.24
H 27.8531 -0.1226 -3.6191 -0.4 -0.3 -0.7 0.14
H 27.6326 -1.8225 -3.0086 0.3 0.1 -0.1 0.11
H 25.5504 -1.9377 -4.2260 0.5 0.2 -0.3 0.12
H 25.2704 -0.1494 -3.9588 0.1 0.0 -0.6 0.13
O 23.4818 -10.5841 -2.1822 1.6 0.4 2.3 -0.25
S 24.3455 -10.2795 -1.0408 0.9 -0.4 0.9 0.79
O 25.6157 -11.0385 -0.8061 -3.9 2.6 -0.7 -0.26
O 24.4815 -8.6136 -0.9912 0.9 -2.7 -1.4 -0.21
C 23.8336 -8.1039 0.1327 0.0 2.5 0.7 -0.23
C 22.7998 -9.0670 0.6276 -0.1 0.2 -1.9 -0.16
O 23.5319 -10.2656 0.4352 1.2 -2.2 -0.6 -0.22
H 24.5498 -7.9161 0.9326 0.2 -0.2 0.1 0.13
H 23.5012 -7.1212 -0.2017 -0.6 0.0 0.2 0.13
H 21.9500 -9.2046 -0.0410 -0.4 0.7 0.2 0.13
H 22.5061 -8.7974 1.6420 0.2 -0.8 0.1 0.14
O 27.3073 -8.0480 1.8989 1.4 0.4 0.7 -0.24
S 28.5683 -7.6082 2.4562 0.1 -1.1 -1.5 0.71
O 28.5303 -6.7718 3.6364 0.9 -1.5 -1.8 -0.23
O 29.5878 -8.9321 2.5583 -0.4 1.2 2.5 -0.21
C 30.0730 -9.3184 1.3001 -2.2 1.6 -2.4 -0.17
C 30.2957 -7.9367 0.5583 -0.3 -1.1 0.4 -0.14
O 29.4474 -6.9927 1.2155 -0.4 0.7 1.7 -0.23
H 30.9364 -9.9788 1.2196 -0.1 0.2 0.9 0.14
H 29.1870 -9.7483 0.8328 0.3 -0.7 -0.4 0.11
H 29.9087 -7.8956 -0.4599 0.6 -0.5 -0.1 0.11
H 31.3594 -7.7192 0.6547 -0.2 0.8 -0.1 0.12
O 23.4453 -5.1540 3.3556 0.4 0.7 4.8 -0.27
S 23.5264 -4.9303 4.8405 -0.7 -0.3 -2.3 0.74
O 22.4841 -4.1630 5.5223 2.2 -1.3 -1.2 -0.24
O 23.7221 -6.3551 5.6284 -0.1 1.1 -1.9 -0.20
C 24.7186 -6.2113 6.6092 -0.2 0.8 2.6 -0.17
C 25.4370 -4.8104 6.4969 -0.4 -1.6 -0.3 -0.16
O 25.0332 -4.4099 5.2158 -1.2 0.8 -1.9 -0.23
H 24.1344 -6.1682 7.5284 0.4 -0.4 0.4 0.12
H 25.4172 -7.0478 6.6293 -0.2 0.1 -0.4 0.13
H 26.5109 -4.9967 6.4811 -0.1 0.4 -0.1 0.13
H 25.1541 -4.0508 7.2256 -0.1 -0.3 0.2 0.13
C 30.0062 -3.3717 -5.6785 2.1 -1.1 -1.3 -0.18
C 29.4799 -2.8968 -7.0478 -1.6 0.0 2.2 -0.13
C 28.0095 -2.6443 -6.6119 0.2 -0.4 -0.2 -0.18
O 27.7159 -3.4229 -5.4328 -0.3 0.7 -0.3 -0.16
C 28.8923 -3.9799 -4.8930 -0.1 0.4 0.1 -0.22
H 30.5352 -2.6044 -5.1134 -0.2 0.1 -0.2 0.11
H 30.7351 -4.1295 -5.9658 0.4 -0.1 0.6 0.11
H 29.4827 -3.7214 -7.7607 0.5 0.5 -0.3 0.11
H 29.9801 -1.9525 -7.2626 0.0 -0.4 -0.9 0.11
H 27.3095 -3.0082 -7.3640 -0.2 0.5 -0.1 0.12
H 27.9215 -1.5804 -6.3916 -0.5 0.1 0.0 0.11
H 28.7788 -5.0633 -4.9312 0.4 -0.1 0.0 0.10
H 29.0829 -3.6656 -3.8668 -0.6 -0.2 0.4 0.11
C 26.4568 -1.0636 3.5206 1.0 -0.2 0.3 -0.21
C 27.3334 0.1429 3.5047 1.3 0.6 0.3 -0.19
C 27.4538 0.6068 4.9713 -0.1 -0.2 -1.0 -0.20
O 26.1930 0.3089 5.6180 0.8 -1.4 -2.3 -0.13
C 25.5855 -0.6989 4.6920 -1.0 0.1 0.2 -0.15
H 27.0329 -1.9814 3.6385 0.1 0.0 0.4 0.11
H 26.0181 -1.1394 2.5257 -0.8 -0.1 0.4 0.09
H 26.9096 0.9321 2.8837 0.3 -0.1 -0.2 0.12
H 28.3030 -0.2411 3.1877 0.3 0.9 -0.5 0.11
H 27.6951 1.6692 5.0061 -0.2 0.0 0.4 0.11
H 28.3048 0.0308 5.3349 -0.1 0.0 0.9 0.11
H 24.7999 -0.2152 4.1114 -1.0 0.0 1.2 0.12
H 25.3414 -1.5899 5.2704 -0.6 0.4 0.1 0.11
C 26.1811 -4.6201 1.0703 0.2 -0.4 0.4 -0.15
C 26.3912 -5.3824 -0.2204 -1.5 -0.8 0.8 -0.17
C 26.5328 -4.2477 -1.1853 -0.7 -1.3 -1.0 -0.23
O 27.1492 -3.1759 -0.5567 0.3 0.6 0.9 -0.10
C 27.1846 -3.5450 0.8255 0.8 0.5 1.2 -0.19
H 26.4102 -5.1887 1.9716 0.1 -0.1 0.0 0.11
H 25.1748 -4.2340 1.2325 -0.1 0.0 -0.4 0.11
H 25.4557 -5.9023 -0.4266 0.3 -0.5 -0.4 0.10
H 27.2209 -6.0880 -0.1782 0.0 0.2 0.1 0.09
H 25.4947 -3.9934 -1.3992 0.0 0.4 -0.9 0.11
H 27.0884 -4.6495 -2.0327 -0.1 0.7 -0.6 0.12
H 27.0231 -2.7420 1.5447 0.3 0.5 -0.7 0.09
H 28.1638 -3.9907 1.0008 0.4 0.2 0.3 0.12
C 27.0092 -7.4336 -3.9484 -1.3 -0.3 -0.1 -0.16
C 27.6762 -7.7572 -2.6227 1.0 -2.3 -1.1 -0.17
C 27.9911 -9.2788 -2.7802 -1.7 0.3 -0.9 -0.17
O 26.8362 -9.7729 -3.5331 -0.8 0.4 -0.5 -0.18
C 26.3094 -8.7619 -4.4991 2.3 0.8 2.2 -0.11
H 27.7535 -7.1058 -4.6741 -0.1 0.2 0.0 0.09
H 26.2800 -6.6542 -3.7274 0.0 0.2 -0.6 0.09
H 27.0100 -7.7967 -1.7609 0.0 0.9 -0.1 0.09
H 28.6044 -7.1919 -2.5383 -0.2 0.3 0.6 0.11
H 27.9679 -9.6906 -1.7713 0.0 -0.6 -0.3 0.10
H 28.8347 -9.6479 -3.3634 0.6 0.6 0.3 0.12
H 25.2204 -8.7210 -4.5214 0.1 -0.3 0.5 0.10
H 26.6580 -8.9271 -5.5185 0.1 -0.4 0.0 0.10
C 20.2875 -2.4140 -0.8812 0.4 0.8 -0.8 -0.14
C 21.7892 -2.0388 -0.7755 -0.3 1.5 0.9 -0.17
C 22.4731 -3.2390 -0.2023 -1.1 -0.6 -0.5 -0.18
O 21.4936 -4.2788 -0.4480 0.8 -2.0 0.9 -0.16
C 20.4098 -3.8736 -1.2722 1.1 1.0 0.0 -0.20
H 19.8048 -1.7757 -1.6212 -0.1 -0.1 -0.2 0.11
H 19.7343 -2.2504 0.0436 0.2 -0.3 0.2 0.11
H 21.9724 -1.2366 -0.0606 -0.3 0.5 -0.3 0.11
H 22.2314 -1.7252 -1.7211 -0.2 -0.1 -0.2 0.11
H 22.6810 -3.1867 0.8664 -0.4 0.0 0.1 0.12
H 23.4467 -3.3848 -0.6701 -0.1 -0.6 -0.4 0.09
H 19.5091 -4.4805 -1.1790 0.3 -0.2 0.6 0.12
H 20.7651 -3.9859 -2.2965 -0.3 0.2 -0.5 0.10
C 22.5348 -4.9721 -5.1688 0.0 1.3 0.8 -0.16
C 23.4007 -6.1886 -5.2151 0.4 -0.2 -1.6 -0.16
C 24.6175 -5.5312 -5.8793 0.6 -0.4 0.3 -0.20
O 24.7412 -4.3732 -5.1107 2.8 1.3 0.1 -0.16
C 23.5407 -3.8686 -4.7041 -2.1 -1.3 1.2 -0.23
H 21.7400 -5.1182 -4.4374 -0.5 0.4 -0.6 0.11
H 22.2868 -4.6655 -6.1850 -0.9 -0.4 0.1 0.12
H 22.9323 -6.9671 -5.8172 0.1 -0.2 0.1 0.12
H 23.6325 -6.5515 -4.2138 0.2 -0.1 -0.1 0.12
H 24.5459 -5.1881 -6.9114 -0.8 -0.6 -0.5 0.12
H 25.5764 -6.0465 -5.8221 -0.1 -0.2 0.2 0.10
H 23.2900 -2.8632 -5.0423 0.2 0.1 -0.4 0.12
H 23.5388 -3.8707 -3.6141 0.0 0.4 0.3 0.11
```
Forces are in eV/Å.

Its structure (SMILES) is O=S1(=O)OCCO1.O=S1(=O)OCCO1.O=S1(=O)OCCO1.O=S1(=O)OCCO1.C1CCOC1.C1CCOC1.C1CCOC1.C1CCOC1.C1CCOC1.C1CCOC1. The energy above the lowest of the compared OMol25 structures with the same formula, charge and spin comes out at 5.672 eV. The value obtained for the electronic energy is -122595.9756 eV.



# 2
The following is a quantum chemistry calculation of a 8-piece molecular cluster, C32H64O8 overall, from OMol25.

Structure (XYZ):
```
104
Properties=species:S:1:pos:R:3:forces:R:3:lowdin_charge:R:1
C -0.7900 3.6239 -3.7296 1.8 0.9 -1.9 -0.14
C -1.5670 4.5509 -4.6956 2.7 -1.6 -2.7 -0.15
C -2.7670 3.6609 -5.1386 4.5 0.8 -3.1 -0.15
O -2.2260 2.3419 -4.9906 -2.2 -0.6 -1.0 -0.12
C -0.9060 2.3429 -4.5716 -2.0 -0.2 6.3 -0.22
H -1.2520 3.7019 -2.7726 -0.8 -0.9 0.7 0.08
H 0.2520 3.9999 -3.4996 -0.9 -0.5 -0.7 0.12
H -0.8360 5.1059 -5.4176 -1.5 -1.5 0.6 0.15
H -1.8610 5.2579 -4.0886 -2.1 4.2 2.7 0.04
H -3.2520 3.9379 -6.1186 1.4 -0.9 0.1 0.14
H -3.5310 3.9439 -4.5726 -3.3 0.0 3.6 0.06
H -0.2250 2.2519 -5.2686 3.3 0.3 -4.3 0.07
H -0.6730 1.4509 -3.9426 -0.8 0.2 -0.2 0.12
C 4.3730 -1.5461 3.0024 -0.6 1.8 -0.4 -0.17
C 5.2310 -1.9411 1.8264 2.3 -0.4 1.7 -0.15
C 6.4610 -1.0421 2.1764 4.4 -3.6 -1.6 -0.32
O 6.0140 0.1479 2.5884 -2.1 1.3 1.5 -0.14
C 4.8720 -0.1721 3.4664 1.5 1.7 1.2 -0.14
H 4.5350 -2.1551 3.8264 -0.2 -1.8 1.2 0.09
H 3.3340 -1.4271 2.7324 -0.4 -0.4 0.2 0.09
H 4.9180 -1.5781 0.8864 -0.9 0.0 -1.1 0.08
H 5.4630 -3.0451 1.8654 -0.2 1.3 -0.5 0.13
H 7.1700 -0.8251 1.2864 -1.2 -0.6 1.2 0.14
H 7.2280 -1.6781 2.9414 -2.0 1.7 -1.3 0.16
H 4.0820 0.5779 3.4294 0.2 0.3 -0.7 0.09
H 5.2940 0.0169 4.5364 -0.8 -1.3 -1.5 0.15
C 1.4330 -2.0181 -1.1686 2.2 -2.8 -1.0 -0.22
C 1.4810 -1.5201 0.2384 -2.8 9.8 -5.2 -0.10
C -0.0210 -1.1481 0.5774 3.2 -5.2 0.4 -0.18
O -0.6560 -1.9401 -0.3776 -1.7 0.3 -1.9 -0.15
C 0.1050 -1.7201 -1.6166 -5.2 1.4 -2.2 -0.21
H 1.6190 -3.1241 -1.2496 -0.7 0.5 0.7 0.14
H 2.1350 -1.7831 -1.9446 1.0 1.3 0.1 0.11
H 2.0610 -0.4461 0.3134 -1.1 -2.1 -0.6 0.16
H 1.9830 -1.9501 0.8804 4.3 -5.4 6.3 -0.01
H -0.2390 -0.1711 0.6204 -0.8 3.8 -0.6 0.06
H -0.1820 -1.5531 1.5594 -0.7 -0.3 0.5 0.10
H -0.1430 -0.6091 -1.9996 1.1 -1.8 1.1 0.14
H -0.3900 -2.2941 -2.5506 1.3 0.6 2.5 0.15
C -0.9140 -5.1631 2.8574 0.9 1.3 -0.5 -0.17
C 0.5000 -5.5901 3.1254 2.9 -1.0 0.9 -0.18
C 0.8990 -4.8321 4.3834 2.7 0.0 -0.6 -0.29
O 0.2340 -3.6451 4.2134 -1.1 2.1 0.8 -0.17
C -1.0960 -3.9271 3.7584 -0.8 0.3 0.5 -0.17
H -1.4660 -5.9641 3.1964 -1.9 -1.5 0.6 0.08
H -1.1750 -4.9521 1.8384 0.2 0.0 -0.6 0.10
H 1.3280 -5.2241 2.4564 -1.3 -1.0 -0.3 0.12
H 0.6530 -6.6461 3.5034 -0.3 0.6 -1.6 0.13
H 2.0320 -4.5961 4.3474 -1.7 -0.3 0.1 0.14
H 0.8000 -5.4191 5.3064 -0.9 0.5 0.2 0.11
H -1.5690 -2.9671 3.2284 1.1 -2.2 1.5 0.15
H -1.6760 -4.3361 4.6614 0.3 1.3 -1.1 0.13
C -1.2470 0.8009 3.8984 -0.4 -2.9 -5.7 -0.18
C 0.1710 0.4559 4.1464 3.1 -0.1 5.0 -0.16
C 0.9640 1.8139 3.9974 -2.7 -1.6 -1.6 -0.16
O -0.1760 2.6799 4.0104 2.1 2.7 0.1 -0.15
C -1.2290 2.1509 3.2594 4.3 -0.8 -2.8 -0.22
H -1.7380 1.0299 4.7214 -2.2 0.3 4.2 0.06
H -1.9040 0.0839 3.2804 1.2 0.6 1.0 0.14
H 0.6970 -0.3661 3.7254 -0.2 -0.7 -1.2 0.07
H 0.4230 0.2359 5.2834 -1.3 0.0 -1.8 0.14
H 1.4720 1.6119 3.0434 0.0 1.4 -0.4 0.10
H 1.6550 2.1639 4.7374 0.2 -0.2 0.6 0.11
H -1.0100 2.3729 2.1304 -0.5 -1.1 1.8 0.16
H -2.0660 2.6069 3.5404 -3.5 2.4 0.7 0.08
C -3.6340 1.9589 -1.2926 -3.7 -1.8 -1.6 -0.15
C -4.7840 2.3519 -0.2946 9.7 3.0 3.3 -0.09
C -4.3890 1.5549 0.9934 0.9 3.6 -0.5 -0.16
O -2.9260 1.5149 0.9294 -2.9 -0.8 0.6 -0.16
C -2.6780 1.1979 -0.4196 3.6 3.4 -0.5 -0.23
H -3.1740 2.6839 -1.9286 0.2 1.2 0.4 0.07
H -4.1650 1.3799 -2.1256 1.0 -0.2 1.2 0.11
H -5.7180 2.3399 -0.4766 -6.5 -0.3 -2.0 0.03
H -4.4200 3.4359 0.0194 -1.4 -1.7 -0.6 0.15
H -4.9230 0.6909 1.0624 -0.6 -3.4 -0.3 0.08
H -4.7830 2.0779 1.8764 0.9 0.3 0.0 0.12
H -2.6490 0.1619 -0.6146 0.3 -1.3 -0.1 0.10
H -1.6530 1.7979 -0.5716 -1.5 -2.2 0.0 0.16
C 4.4750 2.7149 0.0904 -0.6 -4.0 -0.1 -0.12
C 4.0190 2.2229 -1.3046 -1.0 0.2 -2.3 -0.17
C 2.5110 2.3249 -1.1786 0.9 7.6 3.6 -0.16
O 2.2790 2.2869 0.2664 -2.5 -1.9 -0.8 -0.17
C 3.1930 3.0319 0.9034 2.1 3.0 -5.9 -0.26
H 5.1200 3.5009 -0.1296 1.8 1.0 0.8 0.08
H 4.7940 1.6589 0.4564 0.8 2.5 0.3 0.14
H 4.2250 1.1279 -1.5676 0.1 1.5 0.7 0.12
H 4.3530 2.8239 -2.2206 -0.1 -0.6 1.4 0.13
H 2.0560 1.5319 -1.4366 -3.7 -5.4 -2.8 0.02
H 1.9200 3.3709 -1.4656 1.8 -2.6 -0.1 0.18
H 3.2950 2.8499 1.8544 0.3 -1.5 5.2 0.05
H 2.9860 4.1099 0.8014 -0.2 0.2 0.0 0.13
C -3.0010 -2.5321 -4.7056 -2.7 -0.6 1.3 -0.14
C -2.9410 -1.0441 -4.4676 3.5 2.0 -0.4 -0.21
C -4.3110 -0.5871 -4.1756 1.2 0.3 0.0 -0.32
O -5.1070 -1.3631 -4.9776 -1.2 -3.1 0.8 -0.10
C -4.6170 -2.7911 -4.6436 2.8 3.3 -1.6 -0.06
H -2.5800 -3.2071 -3.9076 0.2 0.9 -1.0 0.12
H -2.7010 -2.7401 -5.6876 0.8 -0.8 -1.2 0.08
H -2.4790 -0.3151 -5.2516 -0.6 -1.9 0.8 0.14
H -2.2750 -0.9441 -3.6116 0.0 0.6 0.3 0.08
H -4.4340 0.4629 -4.1536 -0.5 1.3 -1.6 0.10
H -4.3830 -0.6971 -3.1536 -1.2 -1.4 2.8 0.08
H -4.7870 -3.3561 -5.5286 -1.1 -0.8 -0.1 0.10
H -4.8030 -3.1931 -3.6516 -1.0 0.3 -0.2 0.11
```
Forces are in eV/Å.

Its structure (SMILES) is C1CCOC1.C1CCOC1.C1CCOC1.C1CCOC1.C1CCOC1.C1CCOC1.C1CCOC1.C1CCOC1. The energy above the lowest of the compared OMol25 structures with the same formula, charge and spin comes out at 12.684 eV. The value obtained for the electronic energy is -50585.4805 eV.